(1)
Molecular formula: C33H34N6O2SSc
Method: DFT, the ωB97M-V functional and the def2-TZVPD basis

Summary:
Relative energy (zero: lowest compared OMol25 entry of this formula, charge and spin): 53.76 kJ/mol
E_HOMO: -2.4 eV
Charge: -1
LUMO energy: 2.38 eV
Electronic energy: -2916.0776 Eh
Kohn-Sham gap: 4.75 eV
Maximum force: 0.2 eV Å⁻¹
Spin multiplicity: 1

Cartesian coordinates (Å):
Sc 0.84 0.16 -0.68
O 1.98 -1.51 -0.19
C 2.91 -2.13 -0.83
C 4.01 -2.68 -0.13
C 5.01 -3.36 -0.78
C 4.96 -3.57 -2.16
C 3.89 -3.07 -2.86
C 2.88 -2.34 -2.23
C 1.75 -1.91 -3.02
N 0.88 -1.04 -2.67
C -0.33 -0.91 -3.47
C -1.50 -1.16 -2.53
N -1.34 -0.22 -1.43
C -2.40 0.37 -0.99
C -2.40 1.45 -0.02
C -3.60 1.79 0.60
C -3.67 2.84 1.49
C -2.51 3.59 1.74
C -1.32 3.30 1.11
C -1.23 2.21 0.21
O -0.11 1.95 -0.39
H 4.04 -2.53 0.95
H 5.84 -3.76 -0.21
H 5.75 -4.12 -2.67
H 3.82 -3.23 -3.93
H 1.62 -2.42 -3.98
H -0.34 -1.61 -4.32
H -0.40 0.11 -3.86
H -1.46 -2.18 -2.14
H -2.46 -1.03 -3.03
H -3.38 0.06 -1.37
H -4.48 1.20 0.38
H -4.60 3.09 1.98
H -2.55 4.43 2.43
H -0.43 3.89 1.28
C 4.12 5.12 0.68
C 5.01 3.93 0.35
N 4.45 3.05 -0.66
C 3.44 2.17 -0.42
S 2.86 1.31 -1.81
N 3.06 2.08 0.83
N 2.05 1.19 1.04
C 1.61 1.08 2.24
C 2.13 1.86 3.40
C 0.49 0.14 2.45
C 0.01 -0.14 3.73
C -1.03 -1.05 3.87
C -1.55 -1.66 2.75
C -1.03 -1.33 1.51
N -0.05 -0.44 1.37
H 4.57 5.74 1.45
H 3.95 5.74 -0.21
H 3.15 4.76 1.04
H 5.98 4.27 -0.03
H 5.20 3.34 1.25
H 4.70 3.17 -1.62
H 2.91 2.53 3.07
H 1.33 2.44 3.87
H 2.54 1.19 4.16
H 0.44 0.34 4.59
H -1.41 -1.28 4.86
H -2.35 -2.39 2.81
H -1.44 -1.80 0.62
C -2.93 -3.75 -0.17
C -3.93 -2.84 -0.47
C -4.60 -2.06 0.53
C -5.59 -1.15 0.22
C -5.99 -0.90 -1.10
C -5.37 -1.66 -2.10
C -4.39 -2.59 -1.81
H -2.50 -4.39 -0.94
H -2.72 -4.00 0.86
H -4.34 -2.21 1.57
H -6.07 -0.61 1.04
H -6.77 -0.19 -1.33
H -5.67 -1.52 -3.13
H -3.96 -3.16 -2.62

(2)
Molecular formula: C33H34N6P2S3Sm
Method: DFT, the ωB97M-V functional and the def2-TZVPD basis

Summary:
Relative energy (zero: lowest compared OMol25 entry of this formula, charge and spin): 0.00 kJ/mol
E_HOMO (spin up / spin down): -14.7 / -14.7 eV
Charge: +3
LUMO energy (spin up / spin down): -9.43 / -8.45 eV
Electronic energy: -4140.9259 Eh
Kohn-Sham gap (spin up / spin down): 5.32 / 6.30 eV
Maximum force: 1.7 eV Å⁻¹
Spin multiplicity: 6

Cartesian coordinates (Å):
Sm 0.40 -0.33 -0.30
C 2.96 4.38 -3.03
C 3.50 3.20 -2.32
N 4.74 2.85 -2.25
N 4.76 1.72 -1.52
C 3.56 1.32 -1.12
S 3.16 -0.03 -0.19
N 2.73 2.26 -1.64
N 1.35 2.25 -1.43
H 3.79 4.95 -3.44
H 2.39 5.03 -2.36
H 2.31 4.08 -3.86
H 5.65 1.27 -1.31
H 0.92 2.60 -2.29
H 1.13 2.93 -0.70
C 1.62 -3.68 -2.59
P 0.51 -3.03 -1.29
C 0.69 -4.30 0.02
C -1.15 -3.30 -2.02
C -1.67 -4.59 -2.06
C -2.88 -4.85 -2.66
C -3.61 -3.82 -3.24
C -3.10 -2.53 -3.21
C -1.88 -2.25 -2.61
P -1.21 -0.54 -2.70
C -0.44 -0.51 -4.36
C -2.67 0.54 -2.95
H 1.28 -4.68 -2.86
H 2.64 -3.74 -2.22
H 1.60 -3.05 -3.48
H 0.62 -5.30 -0.40
H -0.07 -4.17 0.79
H 1.68 -4.19 0.47
H -1.12 -5.41 -1.62
H -3.27 -5.87 -2.68
H -4.56 -4.02 -3.71
H -3.69 -1.75 -3.67
H -1.15 -0.90 -5.08
H 0.46 -1.12 -4.39
H -0.18 0.51 -4.64
H -3.18 0.29 -3.88
H -2.33 1.57 -3.02
H -3.36 0.44 -2.11
S -3.34 5.97 1.11
C -3.95 6.64 -0.32
C -3.71 5.85 -1.41
C -3.02 4.67 -1.08
C -2.73 4.57 0.27
C -2.03 3.51 0.97
C -1.49 2.41 0.29
N -0.84 1.41 0.87
C -0.68 1.41 2.22
C -1.17 2.48 2.99
C -0.94 2.49 4.41
C -0.28 1.48 5.01
C 0.22 0.36 4.25
C 0.89 -0.70 4.86
C 1.37 -1.77 4.10
C 1.12 -1.70 2.72
N 0.47 -0.71 2.11
C 0.01 0.33 2.86
C 2.08 -2.88 4.69
C 2.42 -3.08 6.00
C 3.12 -4.28 6.22
C 3.30 -5.00 5.08
S 2.63 -4.22 3.72
C -1.84 3.52 2.35
H -4.46 7.59 -0.29
H -4.04 6.11 -2.41
H -2.76 3.92 -1.81
H -1.60 2.34 -0.79
H -1.32 3.32 4.99
H -0.10 1.49 6.08
H 1.05 -0.68 5.93
H 1.48 -2.50 2.08
H 2.19 -2.38 6.79
H 3.47 -4.61 7.19
H 3.80 -5.95 4.96
H -2.23 4.34 2.94

(3)
Molecular formula: C33H35Br2N7O4RuS3
Method: DFT, the ωB97M-V functional and the def2-TZVPD basis

Summary:
Relative energy (zero: lowest compared OMol25 entry of this formula, charge and spin): 172.62 kJ/mol
E_HOMO (spin up / spin down): -7.3 / -9.5 eV
Charge: +1
LUMO energy (spin up / spin down): -2.68 / -5.09 eV
Electronic energy: -8399.8462 Eh
Kohn-Sham gap (spin up / spin down): 4.67 / 4.44 eV
Maximum force: 5.5 eV Å⁻¹
Spin multiplicity: 6

Cartesian coordinates (Å):
Ru 0.53 -0.83 0.76
C 3.17 -0.85 -1.61
C 3.51 -0.86 -0.16
C 4.91 -0.79 0.07
C 5.42 -0.80 1.33
C 4.61 -0.93 2.45
C 5.10 -0.98 3.79
Br 6.95 -0.94 4.28
C 4.15 -1.01 4.80
C 2.78 -1.10 4.55
Br 1.60 -1.13 5.96
C 2.30 -1.10 3.20
O 1.05 -1.15 2.90
C 3.23 -0.99 2.13
N 2.67 -0.91 0.87
H 3.75 -1.68 -2.07
H 3.56 0.08 -2.08
H 2.11 -1.00 -1.86
H 5.57 -0.73 -0.79
H 6.50 -0.76 1.49
H 4.49 -0.98 5.84
C -0.09 1.83 2.88
C 0.28 2.11 1.50
N 0.67 1.20 0.61
C 1.21 1.93 -0.48
C 1.01 3.25 -0.26
N 0.42 3.37 1.02
C 0.03 4.64 1.72
N -1.36 4.80 2.28
N -1.56 4.78 3.66
N -2.83 4.55 3.90
C -3.51 4.56 2.72
C -4.88 4.50 2.42
C -5.31 4.46 1.10
C -4.35 4.54 0.08
C -2.99 4.63 0.33
C -2.59 4.67 1.68
H 0.59 1.03 3.26
H -1.12 1.40 2.90
H -0.04 2.71 3.54
H 1.69 1.47 -1.32
H 1.30 4.12 -0.86
H 0.17 5.42 0.97
H 0.66 4.84 2.60
H -5.59 4.48 3.26
H -6.37 4.38 0.83
H -4.69 4.54 -0.96
H -2.21 4.71 -0.45
C -2.33 -0.12 -3.21
S -0.65 0.29 -2.60
O -0.35 -0.69 -1.49
C 0.28 -0.19 -4.04
C 0.53 -1.53 -4.27
C 1.18 -1.90 -5.46
C 1.57 -0.92 -6.37
C 1.31 0.44 -6.13
C 0.66 0.82 -4.96
H -2.44 -1.22 -3.29
H -2.46 0.38 -4.21
H -3.04 0.31 -2.48
H 0.24 -2.27 -3.52
H 1.38 -2.95 -5.69
H 2.14 -1.21 -7.25
H 1.64 1.21 -6.83
H 0.43 1.87 -4.77
C -1.65 -5.77 0.01
N -0.43 -5.00 -0.01
C 0.79 -5.80 -0.03
C -0.45 -3.68 -0.05
O 0.55 -2.96 0.15
H -1.79 -6.32 0.95
H -1.64 -6.48 -0.82
H -2.52 -5.10 -0.10
H 0.63 -6.72 0.53
H 1.62 -5.23 0.43
H 1.05 -6.05 -1.06
H -1.44 -3.24 -0.25
C -4.86 -1.65 -0.09
O -3.57 -1.83 0.50
C -2.78 -0.72 0.65
S -3.16 0.77 0.08
S -1.39 -1.14 1.64
H -5.30 -2.67 -0.18
H -4.78 -1.21 -1.09
H -5.50 -0.99 0.53

(4)
Molecular formula: C33H35F4N3OPTa
Method: DFT, the ωB97M-V functional and the def2-TZVPD basis

Summary:
Relative energy (zero: lowest compared OMol25 entry of this formula, charge and spin): 93.47 kJ/mol
E_HOMO: -13.9 eV
Charge: +2
LUMO energy: -6.59 eV
Electronic energy: -2315.3336 Eh
Kohn-Sham gap: 7.31 eV
Maximum force: 0.7 eV Å⁻¹
Spin multiplicity: 1

Cartesian coordinates (Å):
Ta 0.39 0.30 0.81
C -1.62 -3.09 -0.06
C -1.67 -2.51 1.34
N -0.41 -1.89 1.84
C -0.66 -1.67 3.30
C 0.35 -0.80 4.02
C 0.74 -2.82 1.67
C 1.69 -2.23 0.65
N 2.00 -0.85 1.08
C 3.24 -0.57 1.67
C 3.27 0.54 2.49
F 2.07 1.20 2.56
C 4.38 1.00 3.15
F 4.29 2.08 3.91
C 5.57 0.31 3.01
C 5.58 -0.80 2.19
F 6.71 -1.47 2.00
C 4.45 -1.24 1.51
F 4.57 -2.30 0.70
H -2.64 -3.30 -0.39
H -1.07 -4.03 -0.11
H -1.18 -2.40 -0.76
H -1.95 -3.30 2.04
H -2.44 -1.74 1.40
H -0.72 -2.65 3.77
H -1.65 -1.22 3.39
H 1.38 -1.12 3.87
H 0.16 -0.85 5.09
H 0.27 0.25 3.74
H 0.40 -3.81 1.37
H 1.26 -2.94 2.63
H 1.22 -2.21 -0.34
H 2.59 -2.83 0.55
H 6.47 0.64 3.51
C -1.69 -2.32 -5.45
C -0.95 -2.93 -4.45
C -0.69 -2.26 -3.27
C -1.17 -0.96 -3.09
C -1.91 -0.35 -4.10
C -2.16 -1.03 -5.28
P -0.77 0.05 -1.65
C -2.08 1.28 -1.46
C -3.30 0.89 -0.89
C -4.33 1.81 -0.77
C -4.15 3.12 -1.20
C -2.94 3.52 -1.75
C -1.90 2.60 -1.88
C 0.73 0.91 -2.08
C 1.23 1.30 -3.32
C 2.48 1.90 -3.36
C 3.21 2.09 -2.18
C 2.71 1.68 -0.95
C 1.45 1.07 -0.90
H -1.90 -2.86 -6.37
H -0.57 -3.94 -4.59
H -0.09 -2.74 -2.51
H -2.30 0.66 -3.97
H -2.73 -0.55 -6.07
H -3.45 -0.13 -0.57
H -5.28 1.50 -0.35
H -4.96 3.83 -1.11
H -2.81 4.53 -2.10
H -0.96 2.91 -2.32
H 0.67 1.12 -4.23
H 2.90 2.21 -4.30
H 4.18 2.56 -2.23
H 3.31 1.83 -0.06
N -3.10 1.66 2.81
C -2.00 1.62 2.09
O -1.54 0.50 1.71
C -1.29 2.84 1.67
C 0.12 2.46 1.22
H -3.60 0.81 3.04
H -3.48 2.53 3.13
H -1.30 3.59 2.46
H -1.87 3.26 0.84
H 0.86 2.78 1.95
H 0.37 2.98 0.29

(5)
Molecular formula: C33H35F5N4OsP2S
Method: DFT, the ωB97M-V functional and the def2-TZVPD basis

Summary:
Relative energy (zero: lowest compared OMol25 entry of this formula, charge and spin): 0.00 kJ/mol
E_HOMO (spin up / spin down): -12.4 / -12.4 eV
Charge: +2
LUMO energy (spin up / spin down): -6.06 / -9.31 eV
Electronic energy: -3167.5405 Eh
Kohn-Sham gap (spin up / spin down): 6.38 / 3.12 eV
Maximum force: 3.3 eV Å⁻¹
Spin multiplicity: 5

Cartesian coordinates (Å):
Os 0.18 -0.72 2.64
C -1.11 1.18 3.20
C -1.48 0.47 2.04
C -1.18 1.10 0.71
C 0.12 0.65 0.05
C 1.17 0.09 0.97
C 1.55 0.81 2.15
C 1.08 2.23 2.41
C -0.26 2.39 3.16
C 1.68 -1.64 3.69
H -1.76 1.11 4.07
H -2.38 -0.17 2.08
H -1.22 2.19 0.76
H -2.04 0.84 0.08
H -0.17 -0.14 -0.67
H 0.51 1.49 -0.55
H 1.92 -0.58 0.51
H 2.55 0.60 2.56
H 1.03 2.82 1.49
H 1.86 2.69 3.04
H -0.04 2.69 4.19
H -0.82 3.24 2.74
H 1.88 -1.25 4.70
H 2.62 -1.68 3.11
H 1.29 -2.66 3.81
P 1.55 -0.98 -2.08
P -2.17 -0.17 -1.97
N 2.83 0.19 -2.38
N 2.13 -2.24 -3.17
N -2.24 1.59 -2.62
N -3.63 -0.77 -2.70
C 0.38 -0.17 -3.25
C -1.02 -0.82 -3.26
C 3.94 0.36 -1.55
C 4.90 1.09 -2.24
C 4.35 1.42 -3.52
C 3.08 0.88 -3.57
C 2.39 -3.54 -2.73
C 2.69 -4.33 -3.83
C 2.60 -3.50 -4.99
C 2.27 -2.22 -4.56
C -2.15 2.76 -1.84
C -1.99 3.87 -2.69
C -2.00 3.37 -4.02
C -2.12 1.98 -3.95
C -4.40 -0.23 -3.73
C -5.26 -1.21 -4.22
C -4.99 -2.41 -3.48
C -3.98 -2.13 -2.58
H 0.76 -0.23 -4.27
H 0.33 0.89 -2.96
H -1.48 -0.65 -4.25
H -0.96 -1.91 -3.07
H 3.93 -0.04 -0.54
H 5.89 1.36 -1.89
H 4.83 1.95 -4.32
H 2.32 0.97 -4.33
H 2.31 -3.77 -1.67
H 2.95 -5.38 -3.81
H 2.76 -3.80 -6.01
H 2.11 -1.31 -5.12
H -2.27 2.74 -0.78
H -1.90 4.90 -2.38
H -1.97 3.95 -4.93
H -2.15 1.25 -4.74
H -4.27 0.80 -4.02
H -6.00 -1.08 -5.00
H -5.49 -3.37 -3.60
H -3.47 -2.75 -1.86
F 0.44 0.14 10.27
C 0.13 -0.12 8.99
C 0.05 0.91 8.06
F 0.21 2.18 8.46
C -0.26 0.63 6.74
F -0.44 1.73 5.96
C -0.46 -0.69 6.25
S -0.92 -1.21 4.67
C -0.37 -1.71 7.23
F -0.60 -2.99 6.86
C -0.08 -1.44 8.57
F -0.03 -2.45 9.46

(6)
Molecular formula: C33H35I2KN11O3S
Method: DFT, the ωB97M-V functional and the def2-TZVPD basis

Summary:
Relative energy (zero: lowest compared OMol25 entry of this formula, charge and spin): 295.14 kJ/mol
E_HOMO: -3.9 eV
Charge: -1
LUMO energy: 2.02 eV
Electronic energy: -3700.0503 Eh
Kohn-Sham gap: 5.94 eV
Maximum force: 1.3 eV Å⁻¹
Spin multiplicity: 1

Cartesian coordinates (Å):
K -0.16 0.20 -0.14
O -2.22 3.54 -2.84
C -3.19 4.03 -2.05
C -3.91 5.12 -2.55
C -4.91 5.71 -1.79
C -5.20 5.23 -0.52
C -4.48 4.15 -0.02
C -3.48 3.53 -0.76
C -2.68 2.40 -0.20
O -1.95 1.69 -1.03
N -2.70 2.28 1.09
N -1.73 1.49 1.68
C -2.09 0.64 2.55
C -1.13 -0.14 3.35
C -1.64 -0.86 4.44
C -0.84 -1.66 5.24
C 0.53 -1.74 4.94
C 1.06 -1.04 3.87
C 0.27 -0.21 3.02
O 0.77 0.40 2.02
H -1.84 2.75 -2.39
H -3.67 5.48 -3.54
H -5.46 6.54 -2.20
H -5.98 5.68 0.08
H -4.68 3.76 0.97
H -3.15 0.46 2.74
H -2.70 -0.77 4.65
H -1.25 -2.20 6.08
H 1.18 -2.36 5.55
H 2.11 -1.12 3.63
C 4.22 -2.14 -4.00
N 3.70 -3.16 -3.11
C 4.00 -4.50 -3.16
C 3.31 -5.11 -2.19
N 2.58 -4.12 -1.52
C 2.81 -2.88 -2.10
S 2.24 -1.35 -1.84
C 1.73 -4.43 -0.42
C 1.31 -5.75 -0.22
C 0.55 -6.03 0.90
C 0.21 -5.00 1.76
C 0.64 -3.72 1.44
N 1.39 -3.44 0.37
H 4.97 -2.59 -4.64
H 4.65 -1.33 -3.42
H 3.42 -1.71 -4.60
H 4.68 -4.91 -3.89
H 3.33 -6.13 -1.89
H 1.55 -6.54 -0.92
H 0.21 -7.04 1.08
H -0.38 -5.17 2.65
H 0.40 -2.88 2.08
C 1.59 3.39 2.34
N 1.68 3.60 0.87
C 0.32 3.78 0.28
C 2.52 2.49 0.23
C 2.56 2.58 -1.26
C 3.64 3.25 -1.85
C 3.70 3.37 -3.23
C 2.67 2.81 -3.99
C 1.61 2.15 -3.37
C 1.49 1.99 -1.97
H 0.96 4.17 2.76
H 2.59 3.43 2.76
H 1.14 2.41 2.50
H 2.19 4.46 0.69
H -0.31 2.95 0.59
H 0.39 3.78 -0.80
H -0.09 4.72 0.66
H 2.10 1.55 0.57
H 3.51 2.61 0.69
H 4.44 3.67 -1.24
H 4.53 3.88 -3.71
H 2.70 2.89 -5.07
H 0.84 1.73 -4.01
I -2.78 -0.13 -2.38
I -3.56 -2.29 -3.93
N -3.20 -4.04 3.20
N -3.02 -3.64 1.88
N -3.10 -4.48 0.87
C -2.71 -3.69 -0.12
N -2.40 -2.45 0.29
N -2.61 -2.44 1.58
H -4.17 -4.31 3.31
H -2.98 -3.23 3.77
H -2.66 -4.00 -1.15